The following is a quantum chemistry calculation of a cluster of 6 separate species, C28H26Cl4F4O in total, from the OMol25 dataset.

Its structure (SMILES) is ClC(Cl)(Cl)Cl.Fc1ccccc1.Fc1ccccc1.Fc1ccccc1.Fc1ccccc1.CC(C)=O. The frontier orbital gap comes out at 0.3412 Ha. The spin multiplicity is 1. As for the LUMO energy: 0.18 eV. For the total energy, the calculation gives -92464.1443 eV.

```
63
Properties=species:S:1:pos:R:3:nbo_charge:R:1
C -0.1792 2.1453 2.4587 -0.221
Cl -0.6631 3.0934 1.0893 0.087
Cl 0.4249 3.2689 3.6924 0.053
Cl -1.5253 1.1415 3.0525 0.047
Cl 1.1525 1.0430 2.0263 0.045
C -1.5046 4.4129 -2.0526 -0.725
C -0.5227 4.9980 -3.0555 0.607
O -0.8492 5.2648 -4.1917 -0.550
C 0.8449 5.4086 -2.5410 -0.730
H -2.3506 3.9960 -2.5908 0.239
H -1.7749 5.1803 -1.3269 0.231
H -1.0029 3.6017 -1.5211 0.228
H 1.4703 5.5349 -3.4238 0.238
H 1.2343 4.6306 -1.8812 0.224
H 0.8208 6.3666 -2.0222 0.235
F -3.2120 1.7742 -1.1033 -0.328
C -3.6620 0.5150 -0.9525 0.397
C -3.8119 0.0484 0.3501 -0.287
C -4.3022 -1.2404 0.5524 -0.178
C -4.8441 -1.9469 -0.5034 -0.239
C -4.7890 -1.4108 -1.7800 -0.191
C -4.2007 -0.1774 -2.0258 -0.290
H -3.3936 0.6009 1.1805 0.229
H -4.3210 -1.6366 1.5597 0.218
H -5.2946 -2.9122 -0.3122 0.218
H -5.2490 -1.9256 -2.6142 0.217
H -4.1588 0.2187 -3.0312 0.230
F 2.5798 2.4547 -5.0048 -0.316
C 1.8731 2.0024 -3.9696 0.400
C 2.4194 1.8680 -2.7180 -0.301
C 1.6565 1.4619 -1.6244 -0.190
C 0.3109 1.1811 -1.8052 -0.250
C -0.2384 1.3012 -3.0854 -0.191
C 0.5061 1.7543 -4.1557 -0.284
H 3.4638 2.1390 -2.5970 0.226
H 2.0963 1.4341 -0.6382 0.223
H -0.2819 0.7094 -1.0327 0.232
H -1.2683 1.0182 -3.2549 0.215
H 0.0912 1.8003 -5.1540 0.231
F -0.5073 -1.3193 0.3096 -0.326
C -0.7884 -2.4052 1.0562 0.402
C -0.5282 -2.3472 2.4056 -0.295
C -0.8203 -3.4260 3.2300 -0.183
C -1.4178 -4.5588 2.7002 -0.236
C -1.6912 -4.6002 1.3344 -0.194
C -1.4105 -3.5258 0.5106 -0.280
H -0.0640 -1.4784 2.8529 0.229
H -0.5675 -3.3726 4.2807 0.215
H -1.5509 -5.4748 3.2612 0.218
H -2.1471 -5.4554 0.8513 0.217
H -1.6773 -3.5532 -0.5380 0.232
F 4.2116 -0.2437 1.3604 -0.334
C 4.4261 -1.3459 2.1213 0.405
C 3.5582 -1.6163 3.1857 -0.287
C 3.7899 -2.8264 3.8382 -0.187
C 4.8437 -3.6685 3.5193 -0.235
C 5.7189 -3.3141 2.5037 -0.181
C 5.5067 -2.1349 1.8064 -0.293
H 2.7660 -0.9415 3.4664 0.231
H 3.0756 -3.1130 4.6024 0.214
H 5.0017 -4.6200 4.0078 0.218
H 6.5390 -3.9897 2.3005 0.219
H 6.1883 -1.7875 1.0409 0.232
```



The following is a quantum chemistry calculation of a structure of composition C28H26F3NO5PPd, from the OMol25 dataset.

The frontier orbital gap (alpha / beta) comes out at 0.2450 / 0.2326 Ha. As for the net charge: +1. The spin multiplicity is 5. As for the LUMO energy (alpha / beta): -2.67 / -5.92 eV. For the total energy, the calculation gives -62095.8872 eV.

```
65
Properties=species:S:1:pos:R:3:nbo_charge:R:1
Pd -0.9268 -0.4063 -0.9069 0.988
O -0.1780 -3.1191 -1.0537 -0.734
C -1.0861 -4.1725 -0.7818 -0.078
C -2.0521 -4.4472 -1.9243 -0.249
N -2.8946 -3.3335 -2.3447 -0.244
C -3.9930 -2.9848 -1.6095 -0.267
C -3.7569 -1.7767 -0.2770 0.874
O -4.8317 -1.3135 -0.0225 -0.526
O -2.5889 -1.7118 0.1375 -0.735
C -2.4829 -2.4981 -3.4692 -0.324
C -1.8370 -1.2003 -2.9807 0.741
O -0.6162 -0.9903 -3.1644 -0.678
O -2.5850 -0.4274 -2.2949 -0.698
H 0.4190 -3.3620 -1.7663 0.482
H -1.6339 -3.8710 0.1038 0.211
H -0.5677 -5.1100 -0.5691 0.185
H -2.7035 -5.2643 -1.6062 0.224
H -1.4966 -4.7848 -2.7999 0.212
H -4.3808 -3.8162 -1.0233 0.235
H -4.7523 -2.4732 -2.1889 0.247
H -3.3659 -2.2235 -4.0472 0.239
H -1.7835 -3.0392 -4.0960 0.234
F 6.2048 -1.6207 -3.4029 -0.314
C 6.1988 -1.2320 -2.1208 0.964
F 7.0132 -0.1685 -2.0037 -0.316
F 6.7294 -2.2248 -1.3806 -0.318
C 4.8164 -0.9006 -1.6459 -0.103
C 4.6547 -0.4745 -0.3207 -0.177
C 3.4131 -0.1745 0.1623 -0.173
C 2.2593 -0.3036 -0.6856 -0.179
C 2.4544 -0.7109 -2.0469 -0.129
C 3.7138 -1.0092 -2.4998 -0.197
C 1.0365 -0.0166 -0.1693 0.052
C 0.0978 0.0832 0.7847 -0.471
H 5.5241 -0.3831 0.3197 0.239
H 3.2801 0.1625 1.1831 0.220
H 1.5985 -0.7699 -2.7044 0.239
H 3.8623 -1.3224 -3.5250 0.243
C -1.7904 0.4967 2.8222 -0.953
P -0.6047 1.3669 1.7912 1.514
C 0.7415 1.9998 2.7877 -0.340
C 1.1424 3.3317 2.7391 -0.187
C 2.2300 3.7458 3.4956 -0.201
C 2.9143 2.8379 4.2897 -0.168
C 2.5200 1.5042 4.3333 -0.190
C 1.4371 1.0808 3.5814 -0.216
C -1.5037 2.7270 1.0318 -0.422
C -1.7084 2.8262 -0.3402 -0.109
C -2.4831 3.8583 -0.8472 -0.211
C -3.0408 4.7923 0.0111 -0.164
C -2.8315 4.7000 1.3831 -0.185
C -2.0661 3.6686 1.8983 -0.195
H -2.3199 1.2118 3.4490 0.262
H -1.2778 -0.2359 3.4451 0.263
H -2.4899 -0.0161 2.1600 0.287
H 0.6197 4.0402 2.1087 0.232
H 2.5427 4.7822 3.4607 0.234
H 3.7621 3.1677 4.8777 0.233
H 3.0560 0.7966 4.9548 0.233
H 1.1329 0.0388 3.6083 0.225
H -1.2723 2.1214 -1.0205 0.209
H -2.6495 3.9276 -1.9150 0.236
H -3.6413 5.5993 -0.3884 0.234
H -3.2692 5.4282 2.0524 0.233
H -1.9131 3.5932 2.9711 0.226
```



The following is a quantum chemistry calculation of a structure of composition C28H26IrNOS3, from the OMol25 dataset.

The frontier orbital gap (alpha / beta) comes out at 0.1772 / 0.1584 Ha. As for the net charge: +1. The spin multiplicity is 2. As for the LUMO energy (alpha / beta): -4.90 / -5.41 eV. For the total energy, the calculation gives -68331.2504 eV.

```
60
Properties=species:S:1:pos:R:3:nbo_charge:R:1
Ir -0.6992 0.2554 -1.1343 0.876
C -0.0599 2.0162 3.2716 -0.666
C -0.1331 1.7801 1.7922 -0.170
S -0.6978 0.2089 1.3975 0.226
C 0.1854 2.7595 0.8749 -0.144
C 0.7201 4.0943 1.2953 -0.673
S 0.0013 2.6031 -0.8302 0.237
H -0.4091 1.1284 3.7943 0.244
H -0.6927 2.8594 3.5464 0.246
H 0.9556 2.2305 3.6015 0.241
H 0.9589 4.1275 2.3537 0.237
H -0.0083 4.8735 1.0730 0.255
H 1.6127 4.3301 0.7186 0.246
O 1.4548 -0.4066 -1.2493 -0.972
S 2.3966 0.2776 -0.2814 1.242
C 4.0724 -0.0924 -0.8513 -0.163
C 5.0195 0.9070 -0.6888 -0.234
C 6.3267 0.6760 -1.0840 -0.196
C 6.6729 -0.5473 -1.6363 -0.176
C 5.7197 -1.5425 -1.7848 -0.179
C 4.4122 -1.3198 -1.3877 -0.229
C 2.4638 -0.8488 1.1290 -0.152
C 3.0433 -0.3847 2.2971 -0.248
C 3.1323 -1.2372 3.3818 -0.194
C 2.6444 -2.5301 3.2863 -0.189
C 2.0341 -2.9694 2.1235 -0.177
C 1.9384 -2.1236 1.0322 -0.258
H 4.7381 1.8598 -0.2645 0.223
H 7.0718 1.4503 -0.9685 0.231
H 7.6876 -0.7213 -1.9586 0.231
H 5.9957 -2.4936 -2.2128 0.230
H 3.6611 -2.0849 -1.5014 0.233
H 3.4184 0.6266 2.3515 0.220
H 3.5862 -0.8943 4.2972 0.229
H 2.7442 -3.1952 4.1281 0.230
H 1.6363 -3.9702 2.0709 0.230
H 1.4546 -2.4430 0.1202 0.238
C -4.1413 -4.0886 -1.2944 -0.216
C -5.0380 -3.0485 -1.0717 -0.182
C -4.6062 -1.7427 -1.0742 -0.263
C -3.2439 -1.4441 -1.2973 0.219
C -2.3427 -2.5132 -1.4881 -0.266
C -2.7899 -3.8133 -1.4972 -0.182
N -2.7592 -0.1810 -1.2649 -0.648
C -3.6162 0.8961 -1.3996 0.109
C -3.5769 1.9392 -0.4622 -0.254
C -4.4478 3.0021 -0.5616 -0.186
C -5.3508 3.0709 -1.6146 -0.222
C -5.3855 2.0554 -2.5622 -0.206
C -4.5454 0.9678 -2.4511 -0.195
H -4.4900 -5.1089 -1.2945 0.224
H -6.0794 -3.2657 -0.8832 0.226
H -5.2912 -0.9373 -0.8602 0.233
H -1.2889 -2.2662 -1.6352 0.179
H -2.0918 -4.6218 -1.6627 0.222
H -2.8817 1.8639 0.3588 0.205
H -4.4312 3.7787 0.1873 0.216
H -6.0227 3.9113 -1.6975 0.222
H -6.0756 2.1130 -3.3916 0.224
H -4.5640 0.1749 -3.1843 0.217
```



The following is a quantum chemistry calculation of a structure of composition C28H26N10O2RhS2, from the OMol25 dataset.

The frontier orbital gap (alpha / beta) comes out at 0.1620 / 0.1934 Ha. As for the net charge: +1. The spin multiplicity is 5. As for the LUMO energy (alpha / beta): -3.99 / -4.07 eV. For the total energy, the calculation gives -73120.6090 eV.

```
69
Properties=species:S:1:pos:R:3:nbo_charge:R:1
Rh 1.7655 -2.4328 -0.8540 0.784
C -1.4968 0.0094 4.1628 -0.220
C -0.1227 0.1068 4.1323 -0.195
C 0.5097 0.4583 2.8419 -0.115
C -0.2787 -0.0438 1.7093 0.199
C -1.6519 -0.2351 1.7470 -0.253
C -2.2620 -0.1009 3.0142 -0.167
N 0.3865 -0.9839 -0.5232 -0.507
C 0.0062 -0.2399 -1.6811 0.102
C -0.9076 0.8418 -1.7670 -0.265
C -1.1430 1.4540 -2.9837 -0.212
C -0.5452 0.9048 -4.1242 -0.212
C 0.4102 -0.0862 -4.0740 -0.235
C 0.7409 -0.6631 -2.8479 0.162
N 1.6054 -1.6657 -2.6520 -0.321
N 2.4286 -1.9060 -3.7056 -0.280
C 3.3808 -2.7501 -3.2802 0.309
C 4.4161 -3.1587 -4.1710 -0.230
C 5.3299 -4.0846 -3.6453 -0.149
C 5.0974 -4.6295 -2.3678 -0.309
C 3.9785 -4.2998 -1.6556 0.060
N 3.1978 -3.3154 -2.0701 -0.526
H -2.0434 -0.0036 5.0820 0.236
H 0.4562 -0.1029 4.9701 0.219
H 0.6363 1.5724 2.8143 0.233
H -2.1542 -0.4176 0.7849 0.257
H -3.3231 -0.0132 3.0585 0.225
H -1.3167 1.2974 -0.8795 0.206
H -1.6678 2.3964 -2.9891 0.225
H -0.7925 1.4020 -5.1230 0.221
H 0.9679 -0.3247 -4.9718 0.241
H 4.4026 -2.8543 -5.1837 0.241
H 6.2849 -4.4190 -4.2102 0.237
H 5.8195 -5.3043 -1.9112 0.227
H 3.6592 -4.7422 -0.7056 0.211
N -6.5862 4.7566 1.4266 -0.787
C -5.3245 5.0035 0.9767 0.215
C -5.0748 5.1595 -0.4255 -0.265
C -3.8137 5.4056 -0.8773 -0.185
C -2.7904 5.5653 0.0420 -0.304
C -3.0021 5.3884 1.4225 -0.178
C -4.2266 4.9870 1.8629 -0.277
S -1.0241 5.7062 -0.5021 1.754
O -0.3760 6.7278 0.3835 -0.823
O -1.2494 5.8867 -1.9253 -0.844
N 0.5793 -0.2939 0.6308 -0.179
C 1.8421 -0.3765 1.1462 0.594
N 2.7311 -1.2217 0.6648 -0.477
C 3.9199 -1.3594 1.3386 0.160
C 4.1153 -0.6444 2.5091 -0.327
C 3.0415 0.0144 3.0661 0.143
N 1.8955 0.0564 2.4288 -0.290
H -7.3693 5.2468 1.0072 0.396
H -6.7073 4.7343 2.4485 0.382
H -5.8963 5.0531 -1.1174 0.222
H -3.6637 5.6285 -1.9394 0.253
H -2.1813 5.4667 2.1074 0.232
H -4.4872 4.8190 2.9180 0.211
H 4.5858 -2.1505 0.9836 0.247
H 5.0819 -0.6114 3.0622 0.268
H 3.0203 0.6293 3.9425 0.241
N -0.3596 -5.8781 1.7103 -0.782
C -0.0528 -4.8343 0.8969 0.365
N -0.8292 -4.7080 -0.1602 -0.761
S 1.3010 -3.8016 1.2328 -0.279
H -0.9050 -6.6623 1.4578 0.404
H 0.3560 -6.0580 2.4144 0.419
H -1.5831 -5.4062 -0.2500 0.406
H -0.7417 -3.8948 -0.8234 0.449
```